1.
C39H46LiN4P2S2Si2 | ωB97M-V/def2-TZVPD

```
96
Properties=species:S:1:pos:R:3
C 1.038 0.355 -4.373
C -3.413 1.936 3.439
C 0.732 -4.939 2.009
H 5.163 -0.033 0.373
Li 0.051 -0.978 0.767
C -2.255 1.597 -1.662
N -1.820 -0.627 0.062
C 3.184 -2.409 -2.051
H -5.622 -1.405 0.665
C 2.048 1.105 -4.969
C -3.762 -2.129 -1.637
H -3.841 -3.221 -1.678
C 2.902 1.850 -4.172
H 1.020 -5.589 2.819
C 0.938 -2.895 4.444
C 2.814 3.386 0.122
C -4.758 -0.762 0.869
C 4.336 3.747 1.953
H -2.392 -2.902 2.009
C -1.519 2.476 -2.448
H 3.091 -3.659 0.708
C -2.039 2.987 -3.634
H 4.979 4.406 2.525
H -3.953 -3.519 1.439
H -4.658 3.620 3.937
C 0.629 -2.650 3.151
H 5.609 -1.039 -1.018
C -3.319 2.637 -4.039
C 0.605 -0.544 3.873
H -4.984 0.245 0.510
C 2.747 1.854 -2.786
C 3.642 4.230 0.849
C 0.894 0.360 -2.996
C 3.609 -2.714 0.906
H -2.474 -3.907 0.557
C -2.985 -3.118 1.116
H -4.731 -1.720 -1.939
H -2.177 0.367 2.650
H -0.533 2.767 -2.103
H 3.699 2.429 -4.625
H 3.733 5.273 0.566
C -2.628 1.823 1.147
H 2.503 -3.260 -1.972
N 0.178 -3.055 0.810
S 0.516 -5.529 0.418
S 1.006 -1.419 5.310
H 4.713 2.032 3.188
C -2.694 1.298 2.439
H -3.728 3.033 -4.961
C 4.821 -0.407 -0.595
C 1.740 1.116 -2.175
H 1.138 -3.842 4.920
C -4.079 1.780 -3.249
N 0.433 -1.316 2.845
C -4.032 3.653 1.882
C 0.132 -3.941 -0.131
N 1.825 -0.605 -0.067
Si -3.237 -1.549 0.093
Si 3.254 -1.436 -0.440
H 1.420 1.407 4.193
C 2.679 2.041 0.461
C -0.259 -3.622 -1.539
H -1.441 3.659 -4.237
C 4.188 2.416 2.320
C -4.090 3.120 3.161
H 2.857 -1.784 -2.888
H -4.554 4.576 1.656
H 0.336 1.262 2.789
H 0.104 -0.228 -2.537
H 3.275 -2.348 1.882
H -3.454 1.508 4.435
H -1.290 -3.266 -1.556
H 2.233 3.787 -0.701
H -0.163 -4.487 -2.194
H -0.330 1.299 4.441
H -4.635 -0.690 1.953
C -3.547 1.270 -2.073
H 2.167 1.105 -6.047
H -3.027 -1.809 -2.381
H 4.692 0.458 -1.253
H -3.260 3.442 -0.107
H -5.085 1.511 -3.549
H 0.369 -2.810 -1.907
C 0.516 -3.603 2.026
P 1.435 0.937 -0.353
H 4.680 -2.933 0.974
H -4.155 0.609 -1.467
C 0.500 0.948 3.827
P -1.537 0.957 -0.078
C -3.304 3.009 0.885
H 4.177 -2.806 -2.292
H 3.249 0.534 1.862
C 3.371 1.574 1.575
H 3.438 2.431 -2.182
H 0.363 -0.233 -4.984
C -0.005 1.515 0.235
```

Highest occupied orbital energy (Eh): -0.1392
LUMO energy (eV): 2.1
Calculated total energy (eV): -103366.0896
Gap between HOMO and LUMO (eV): 5.865
Molecular weight (u): 760.020
Charge: -1

Just the Löwdin charges please, in e? Sure, here they are: -0.09 -0.10 -0.35 0.02 0.44 -0.28 -0.32 -0.17 0.03 -0.11 -0.20 0.02 -0.10 0.07 -0.36 -0.10 -0.19 -0.11 0.02 -0.09 0.01 -0.09 0.09 0.03 0.09 -0.33 0.02 -0.11 -0.62 0.02 -0.10 -0.10 -0.12 -0.17 0.01 -0.18 0.02 0.09 0.09 0.09 0.09 -0.27 0.00 0.03 1.05 1.04 0.09 -0.12 0.09 -0.18 -0.27 0.07 -0.09 0.06 -0.10 -0.65 -0.33 0.28 0.29 0.08 -0.28 -0.05 0.10 -0.10 -0.11 0.02 0.09 0.05 0.10 0.02 0.10 0.05 0.10 0.08 0.07 0.02 -0.10 0.09 0.02 0.02 0.10 0.09 0.06 -0.35 0.58 0.02 0.07 -0.07 0.58 -0.08 0.02 0.09 -0.12 0.09 0.10 -0.43

2.
C39H46N4O3PRu | ωB97M-V/def2-TZVPD

```
94
Properties=species:S:1:pos:R:3
H -3.845 -3.469 -0.614
H 2.809 2.940 -0.598
C 4.991 0.711 3.916
N 0.609 -2.266 0.734
H 2.807 -1.122 -3.442
C 0.347 3.323 0.616
H 1.100 3.293 1.393
C 3.032 -1.388 -0.652
N 0.528 0.907 0.326
H 4.125 -2.569 2.404
H 1.163 0.233 -2.754
H 0.126 -0.005 4.190
C -2.550 -3.889 1.040
H 2.404 0.059 4.431
H -0.658 0.820 2.825
H 4.697 0.874 4.953
H 3.271 0.582 -3.231
C -3.622 -0.647 -2.842
H -3.097 -0.818 -3.783
H -0.675 2.094 -5.317
C -1.426 -3.132 0.484
H -5.656 -5.571 2.648
C 0.090 0.078 3.104
C 3.805 0.807 2.998
C -1.019 2.201 -1.019
H 4.099 1.760 -0.889
H -3.700 1.804 -0.403
C 3.949 1.272 1.700
C 0.782 0.984 -3.445
H -5.820 -4.539 0.407
H -4.289 0.140 -0.420
H -4.241 -2.196 2.380
C -1.639 3.414 -1.302
C -1.265 4.592 -0.673
C 3.065 1.877 -0.566
H 1.036 1.978 -3.068
H 1.847 -2.897 2.215
N -2.203 -0.216 0.993
P -1.420 0.648 -1.854
H 5.436 -0.284 3.840
C -3.569 -5.094 2.869
C -4.878 -4.527 0.940
H -0.957 -0.102 -4.070
H -4.741 -0.531 2.768
H -1.513 -4.478 2.816
C 2.877 1.335 0.823
H -2.313 1.853 -4.728
N -0.321 -3.128 1.183
C -2.463 -4.492 2.300
O 4.630 -0.783 -2.484
C -1.938 5.900 -0.990
H -3.353 -1.451 -2.153
H -5.112 1.372 -1.380
C -0.734 0.851 -3.578
H -2.818 5.743 -1.613
H 0.063 5.428 0.784
H 1.265 0.842 -4.413
H -3.488 -5.556 3.845
H 5.754 1.438 3.642
H -2.446 3.445 -2.025
H -3.368 1.498 -2.968
H 4.930 1.579 1.357
C 1.441 0.457 2.569
C 3.000 -1.945 0.682
C 1.798 -2.364 1.267
C -1.280 2.004 -4.414
C -2.951 -0.687 1.724
H 6.312 -1.953 1.450
C -0.250 4.519 0.282
H -3.400 -1.290 3.655
H -2.248 6.406 -0.075
H -0.234 -0.885 2.707
C 5.476 -1.351 -0.434
H -4.694 -0.695 -3.041
Ru -0.267 -0.824 -0.413
C 4.338 -1.161 -1.202
C -4.788 -5.109 2.198
C 4.189 -2.144 1.409
H 6.427 -1.122 -0.896
C -3.244 0.705 -2.228
O 1.957 -1.134 -1.316
C 2.542 0.416 3.415
H 4.144 -0.435 -4.399
C -3.773 -3.924 0.365
C 3.640 -0.426 -3.433
H 2.404 1.353 -1.252
H -1.206 2.947 -3.871
C -3.893 -1.211 2.686
O -1.543 -2.459 -0.631
H -1.257 6.567 -1.523
C 1.609 0.899 1.246
C -4.137 1.027 -1.030
C 5.406 -1.826 0.873
C -0.019 2.117 -0.023
```

Energy relative to the best compared isomer or geometry (same formula, charge and spin) (kcal/mol): 20.8
Highest occupied orbital energy (spin up / spin down) (Eh): -0.2510 / -0.2432
LUMO energy (spin up / spin down) (eV): -0.6 / -0.9
Calculated total energy (eV): -65163.2766
Spin multiplicity: 2
Gap between HOMO and LUMO (spin up / spin down) (eV): 6.258 / 5.721
Molecular weight (u): 750.866
Charge: 0

Just the Löwdin charges please, in e? Sure, here they are: 0.11 0.09 -0.05 -0.15 0.08 -0.01 0.12 -0.28 -0.08 0.11 0.02 0.08 -0.17 0.12 0.07 0.08 0.06 -0.11 0.07 0.08 -0.48 0.10 -0.05 -0.28 -0.30 0.09 0.06 -0.01 -0.14 0.10 0.05 0.07 -0.07 -0.28 -0.02 0.09 0.14 0.18 1.01 0.07 -0.08 -0.09 0.10 0.10 0.11 -0.20 0.07 0.06 -0.03 -0.08 -0.06 0.05 0.08 -0.51 0.07 0.12 0.09 0.10 0.08 0.11 0.08 0.12 -0.21 -0.15 -0.06 -0.10 -0.19 0.10 -0.04 0.10 0.08 0.05 0.00 0.08 1.21 -0.20 -0.09 -0.07 0.12 -0.52 -0.13 -0.01 0.10 -0.04 -0.08 0.05 0.07 0.00 -0.21 0.08 -0.23 -0.12 -0.10 -0.30

3.
C39H46OP2Tc | ωB97M-V/def2-TZVPD

```
89
Properties=species:S:1:pos:R:3
C -0.737 -4.204 -6.499
O -0.526 0.610 0.379
H -2.426 2.016 1.394
H -1.992 -1.333 -1.033
H 4.225 4.887 -11.975
H -1.273 -1.477 -2.659
H 4.008 3.433 -7.132
H 1.874 4.892 -11.160
H 3.279 3.108 -2.879
C 2.509 -0.649 1.182
H 1.525 0.240 -5.581
H 1.460 -2.508 1.463
C 0.504 -4.023 -11.782
C 2.517 0.670 -0.983
P 2.432 1.057 -8.118
H 2.154 -0.500 2.214
C -0.309 1.335 2.682
C 3.905 4.151 -11.230
C 2.767 -1.592 -2.247
H 0.322 -4.113 -9.634
C 2.334 1.621 -4.113
H 0.109 -2.634 -0.347
C -0.385 -3.081 -7.257
H 3.308 -2.484 -1.895
C -2.462 0.959 1.679
C 0.597 -3.491 -10.491
C 4.820 3.227 -10.724
H 2.880 -1.593 -3.344
H 1.770 -0.386 -11.277
H 5.132 1.565 -9.403
C 3.090 2.285 -9.315
H -0.018 -5.923 -5.402
C 1.054 -2.177 -10.301
H 3.610 -0.728 1.280
H 0.768 1.179 2.710
C 3.767 3.384 -4.978
H 2.387 -5.412 -5.835
Tc 0.436 0.015 -1.131
H 2.081 1.477 0.959
H 1.131 3.203 -9.485
H 3.674 -2.343 -8.925
C 1.959 -1.989 0.633
H 5.857 3.248 -11.059
H -1.788 -4.413 -6.313
C 1.325 -1.946 -12.704
H 1.610 -1.346 -13.566
H 0.772 -3.668 -13.892
C 4.411 2.288 -9.774
C 1.317 -1.725 -1.873
H 4.745 -0.010 -8.043
C -1.035 -1.020 2.187
H 2.723 1.699 -1.314
H -2.949 0.866 2.659
C 3.695 -0.240 -8.256
C 3.150 -1.429 -8.634
H -0.036 -1.432 2.361
H -1.963 0.081 -2.103
H -0.708 1.194 3.692
C -1.376 -0.802 -1.787
H -1.572 -1.106 3.141
C 2.139 1.128 -5.399
C 1.410 -1.406 -11.424
H 3.948 0.216 -2.471
H -1.156 -2.420 -7.656
C 0.865 -3.253 -12.892
C 2.580 4.150 -10.779
C 3.443 -0.328 -1.653
C 1.973 -3.648 -6.991
H 4.230 -0.656 -0.950
C 2.165 3.216 -9.832
H -1.550 -1.676 1.478
C 0.974 -2.818 -7.520
C 3.552 2.922 -6.281
H 0.137 -5.043 -11.920
C 0.952 -1.925 -0.493
C 2.748 1.792 -6.483
H 1.829 1.137 -3.272
H 0.710 -2.227 -2.634
C -1.035 0.426 1.705
C 2.149 0.547 0.378
C 1.604 -4.767 -6.231
H 2.807 -2.633 0.356
C 3.146 2.742 -3.896
H 4.410 4.248 -4.813
H 3.020 -3.436 -7.183
C 0.261 -5.047 -5.992
P 1.347 -1.404 -8.612
H -3.064 0.437 0.935
H -0.489 2.370 2.385
```

Energy relative to the best compared isomer or geometry (same formula, charge and spin) (kcal/mol): 0.0
Highest occupied orbital energy (spin up / spin down) (Eh): -0.4735 / -0.4996
LUMO energy (spin up / spin down) (eV): -6.8 / -7.4
Calculated total energy (eV): -63993.2015
Spin multiplicity: 4
Gap between HOMO and LUMO (spin up / spin down) (eV): 6.115 / 6.210
Molecular weight (u): 690.744
Charge: +2

Just the Löwdin charges please, in e? Sure, here they are: -0.06 -0.27 0.10 0.03 0.12 0.01 0.11 0.12 0.11 -0.16 0.10 0.11 -0.06 -0.28 1.05 0.11 -0.02 -0.05 -0.18 0.10 -0.10 0.13 -0.11 0.12 -0.03 -0.07 -0.06 0.11 0.10 0.09 -0.38 0.12 -0.33 0.14 0.06 -0.04 0.11 1.50 0.13 0.11 0.10 -0.16 0.12 0.11 -0.06 0.11 0.12 -0.09 -0.31 0.09 -0.01 0.10 0.11 -0.27 -0.30 0.07 0.02 0.11 -0.21 0.11 -0.09 -0.10 0.11 0.11 -0.05 -0.06 -0.17 -0.08 0.12 -0.09 0.09 -0.40 -0.05 0.12 -0.24 -0.35 0.06 0.11 -0.65 -0.15 -0.06 0.13 -0.06 0.12 0.09 -0.06 1.06 0.09 0.10